1.
The following is a DFT calculation (ωB97M-V/def2-TZVPD) of an isolated molecule of C4H5NO.

The frontier orbital gap is 10.839 eV. As for the charge: 0. The SMILES is N#C[C@@H]1C[C@@H]1O.

Element x y z (Å)
N1 -1.238 -1.752 -1.764
C1 -1.044 -1.024 -0.879
C2 -0.802 0.002 0.143
C3 0.191 1.035 -0.339
C4 0.676 0.214 0.788
O1 1.480 -0.904 0.733
H1 -1.720 0.245 0.674
H2 -0.063 2.044 -0.040
H3 0.602 0.908 -1.329
H4 1.003 0.820 1.654
H5 0.915 -1.586 0.357

=====

2.
The following is a DFT calculation (ωB97M-V/def2-TZVPD) of an isolated molecule of C27H28N4O5.

The frontier orbital gap is 8.580 eV. As for the charge: 0. The SMILES is COc1ccc(CCNC(=O)c2cnn(-c3ccc(C)c(C)c3)c2NC(=O)c2ccco2)cc1OC.

Element x y z (Å)
C1 0.531 2.475 2.110
O1 1.838 2.428 1.591
C2 2.476 1.247 1.342
C3 3.758 1.406 0.820
C4 4.549 0.330 0.482
C5 4.078 -0.959 0.668
C6 4.852 -2.142 0.159
C7 4.517 -2.355 -1.333
N1 3.105 -2.582 -1.522
C8 2.244 -1.539 -1.632
O2 2.620 -0.401 -1.913
C9 0.841 -1.842 -1.384
C10 0.130 -3.044 -1.200
N2 -1.118 -2.807 -0.874
N3 -1.265 -1.469 -0.811
C11 -2.485 -0.952 -0.330
C12 -2.500 -0.032 0.706
C13 -3.714 0.430 1.174
C14 -4.914 -0.018 0.639
C15 -6.215 0.508 1.160
C16 -4.892 -0.968 -0.388
C17 -6.168 -1.479 -0.982
C18 -3.674 -1.429 -0.860
C19 -0.115 -0.844 -1.136
N4 0.182 0.490 -1.208
C20 -0.634 1.584 -1.360
O3 -1.843 1.537 -1.431
C21 0.148 2.830 -1.411
C22 1.501 3.068 -1.506
C23 1.648 4.469 -1.512
C24 0.386 4.979 -1.419
O4 -0.520 4.003 -1.363
C25 2.814 -1.131 1.217
C26 1.999 -0.057 1.556
O5 0.734 -0.223 2.076
C27 0.324 -1.511 2.461
H1 -0.195 2.040 1.420
H2 0.456 1.978 3.079
H3 0.314 3.537 2.230
H4 4.105 2.417 0.677
H5 5.528 0.494 0.059
H6 5.924 -1.969 0.253
H7 4.593 -3.043 0.720
H8 5.073 -3.207 -1.733
H9 4.772 -1.454 -1.894
H10 2.735 -3.453 -1.176
H11 0.466 -4.056 -1.313
H12 -1.575 0.312 1.141
H13 -3.729 1.157 1.974
H14 -6.775 0.995 0.362
H15 -6.049 1.230 1.955
H16 -6.831 -0.302 1.549
H17 -5.964 -2.217 -1.753
H18 -6.791 -1.940 -0.216
H19 -6.736 -0.662 -1.425
H20 -3.634 -2.162 -1.651
H21 1.186 0.597 -1.402
H22 2.291 2.348 -1.573
H23 2.564 5.021 -1.573
H24 0.024 5.989 -1.386
H25 2.451 -2.136 1.370
H26 1.021 -1.956 3.179
H27 0.207 -2.181 1.604
H28 -0.647 -1.378 2.937

=====

3.
The following is a DFT calculation (ωB97M-V/def2-TZVPD) of a cluster of 4 separate species, H8O4 in total.

The frontier orbital gap is 10.135 eV. As for the charge: 0. The SMILES is O.O.O.O.

Element x y z (Å)
O1 1.581 -0.349 -2.145
H1 1.281 -0.636 -1.283
H2 1.273 0.555 -2.218
O2 1.061 -0.879 0.297
H3 1.478 -1.677 -0.027
H4 1.753 -0.428 0.782
O3 -0.795 0.730 0.082
H5 -0.040 0.142 0.092
H6 -1.325 0.428 -0.656
O4 -2.280 0.990 1.878
H7 -2.516 0.063 1.825
H8 -1.470 1.060 1.373

=====

4.
The following is a DFT calculation (ωB97M-V/def2-TZVPD) of an isolated molecule of C3H6N2O.

The frontier orbital gap is 10.562 eV. As for the charge: 0. The SMILES is O/N=C\N1CC1.

Element x y z (Å)
O1 1.049 0.988 -1.364
N1 -0.122 1.445 -0.800
C1 -0.744 0.575 -0.196
N2 -0.425 -0.923 -0.064
C2 0.750 -1.044 1.014
C3 -0.771 -1.151 1.374
H1 1.380 1.535 -1.959
H2 -1.727 0.923 -0.050
H3 0.962 0.215 1.213
H4 1.625 -1.846 0.977
H5 -1.063 -2.171 1.514
H6 -1.159 -0.499 2.120

=====

5.
The following is a DFT calculation (ωB97M-V/def2-TZVPD) of a structure of composition C21H27BrN5Se3TeY.

The frontier orbital gap is 6.083 eV. As for the charge: 0.

Element x y z (Å)
Y1 0.543 -0.681 1.734
C1 0.372 -4.567 -1.104
C2 0.209 -3.304 -0.314
N1 1.134 -2.662 0.278
C3 2.551 -2.881 0.062
C4 3.203 -1.494 -0.227
N2 2.210 -0.413 -0.166
C5 2.725 0.963 -0.187
C6 3.043 1.466 1.215
N3 1.908 1.365 2.138
C7 0.980 2.498 2.195
C8 -0.070 2.434 1.088
N4 -0.579 1.091 0.965
C9 -1.801 0.995 0.180
C10 -3.002 1.489 1.015
C11 -2.050 -0.476 -0.164
C12 -3.284 -0.963 -0.608
C13 -3.407 -2.304 -0.895
C14 -2.305 -3.151 -0.779
C15 -1.114 -2.601 -0.354
N5 -1.020 -1.297 -0.049
H1 1.275 -5.102 -0.825
H2 0.402 -4.344 -2.174
H3 -0.478 -5.227 -0.935
H4 2.739 -3.558 -0.773
H5 2.987 -3.293 0.972
H6 3.699 -1.515 -1.205
H7 3.968 -1.292 0.523
H8 1.551 -0.522 -0.929
H9 1.946 1.584 -0.632
H10 3.619 1.055 -0.816
H11 3.410 2.498 1.150
H12 3.850 0.863 1.638
H13 2.270 1.139 3.060
H14 1.503 3.461 2.138
H15 0.473 2.432 3.160
H16 0.366 2.814 0.144
H17 -0.837 3.182 1.350
H18 -2.787 2.478 1.418
H19 -3.141 0.807 1.854
H20 -3.931 1.556 0.444
H21 -4.125 -0.295 -0.719
H22 -4.358 -2.703 -1.223
H23 -2.393 -4.201 -1.016
Se1 -1.736 -1.720 3.189
Se2 -0.263 -0.495 4.548
Te1 1.579 -2.212 5.031
Se3 3.119 -1.493 3.168
Br1 -0.830 4.090 -5.119
C16 -1.169 3.140 -3.513
C17 -2.073 3.642 -2.597
C18 -2.316 2.941 -1.420
C19 -1.662 1.749 -1.152
C20 -0.755 1.267 -2.096
C21 -0.503 1.946 -3.273
H24 -2.583 4.574 -2.796
H25 -3.019 3.348 -0.706
H26 -0.243 0.334 -1.892
H27 0.199 1.562 -4.001

=====

6.
The following is a DFT calculation (ωB97M-V/def2-TZVPD) of a structure of composition C22H33BN13W.

The frontier orbital gap (alpha / beta) is 5.804 / 6.148 eV. As for the charge: +2. The expectation value of S² is 0.7602. The spin multiplicity is 2.

Element x y z (Å)
W1 -0.276 0.953 0.252
C1 -2.704 -0.542 2.201
C2 -1.641 -1.448 1.677
C3 -1.476 -2.821 1.856
C4 -0.299 -3.137 1.204
N1 0.205 -2.016 0.667
N2 -0.614 -0.984 0.943
B1 1.535 -1.791 -0.105
N3 1.180 -1.173 -1.473
C5 1.543 -1.528 -2.714
C6 1.071 -0.576 -3.593
C7 0.411 0.363 -2.800
C8 -0.269 1.619 -3.220
N4 0.489 -0.020 -1.517
N5 2.312 -0.688 0.665
C9 3.583 -0.643 1.092
C10 3.793 0.542 1.763
C11 2.575 1.214 1.709
C12 2.205 2.505 2.341
N6 1.689 0.475 1.019
N7 2.195 -3.130 -0.316
C13 3.301 -3.775 0.142
C14 3.320 -5.030 -0.404
C15 2.154 -5.105 -1.208
C16 1.683 -6.256 -2.006
N8 1.507 -3.957 -1.129
H1 -2.811 -0.679 3.276
H2 -2.441 0.508 1.993
H3 -3.673 -0.775 1.759
H4 -2.117 -3.492 2.389
H5 0.189 -4.084 1.106
H6 2.103 -2.419 -2.909
H7 1.201 -0.556 -4.654
H8 0.254 2.052 -4.071
H9 -1.297 1.436 -3.540
H10 -0.278 2.346 -2.397
H11 4.290 -1.418 0.895
H12 4.697 0.863 2.233
H13 2.946 2.764 3.094
H14 2.172 3.311 1.606
H15 1.227 2.417 2.823
H16 3.988 -3.339 0.834
H17 4.060 -5.792 -0.273
H18 2.428 -7.048 -2.010
H19 0.757 -6.649 -1.589
H20 1.470 -5.952 -3.029
N9 -3.800 -1.599 -2.607
N10 -3.390 -0.578 -1.863
N11 -4.105 0.506 -1.727
C17 -3.323 1.304 -1.030
N12 -2.152 0.705 -0.746
N13 -2.221 -0.510 -1.286
H21 -4.787 -1.586 -2.830
H22 -3.360 -2.493 -2.444
H23 -3.605 2.292 -0.731
C18 -2.618 4.191 1.023
C19 -1.102 4.088 1.359
C20 -0.951 4.291 2.883
C21 -0.352 5.201 0.616
C22 -0.697 2.738 0.969
H24 -3.002 5.132 1.408
H25 -3.179 3.384 1.490
H26 -2.766 4.187 -0.055
H27 -1.498 5.181 3.181
H28 0.094 4.435 3.143
H29 -1.344 3.444 3.439
H30 -0.730 6.175 0.919
H31 -0.486 5.109 -0.461
H32 0.712 5.171 0.840
H33 0.025 2.686 -0.075